No. 1
Computed, not measured: a structure of composition C47H58F5N8OP2Ti in a non-equilibrium geometry, with ωB97M-V with the def2-TZVPD basis set.

Positions of all 122 atoms, in Å:
Ti (-0.06, -0.14, -0.31)
C (3.19, 0.62, 3.06)
N (2.13, 0.27, 2.10)
P (0.52, -0.17, 2.51)
C (-0.12, 1.17, 3.59)
C (0.50, 2.39, 3.87)
C (-0.12, 3.33, 4.68)
C (-1.37, 3.08, 5.22)
C (-2.00, 1.86, 4.96)
C (-1.37, 0.92, 4.16)
C (0.60, -1.48, 3.80)
C (-0.12, -2.66, 3.65)
C (-0.08, -3.64, 4.64)
C (0.67, -3.45, 5.78)
C (1.36, -2.25, 5.96)
C (1.32, -1.27, 4.98)
P (2.47, -0.20, 0.48)
C (3.40, -1.77, 0.57)
C (3.95, -2.24, -0.62)
C (4.70, -3.41, -0.63)
C (4.91, -4.10, 0.56)
C (4.35, -3.64, 1.74)
C (3.59, -2.48, 1.75)
C (3.85, 0.87, -0.07)
C (3.65, 1.82, -1.07)
C (4.69, 2.62, -1.53)
C (5.96, 2.46, -0.98)
C (6.18, 1.51, 0.01)
C (5.14, 0.71, 0.45)
H (3.77, -0.24, 3.37)
H (2.76, 1.07, 3.94)
H (3.85, 1.35, 2.60)
H (1.47, 2.63, 3.46)
H (0.38, 4.27, 4.89)
H (-1.86, 3.81, 5.86)
H (-2.97, 1.64, 5.39)
H (-1.85, -0.04, 3.99)
H (-0.74, -2.82, 2.78)
H (-0.65, -4.56, 4.50)
H (0.71, -4.21, 6.55)
H (1.93, -2.08, 6.87)
H (1.82, -0.33, 5.17)
H (3.80, -1.69, -1.54)
H (5.12, -3.78, -1.56)
H (5.50, -5.01, 0.55)
H (4.50, -4.19, 2.66)
H (3.11, -2.16, 2.67)
H (2.67, 1.92, -1.52)
H (4.52, 3.34, -2.31)
H (6.78, 3.07, -1.34)
H (7.17, 1.37, 0.42)
H (5.34, -0.06, 1.19)
C (-1.55, 3.02, 0.48)
N (-0.34, 2.37, -0.13)
C (-0.28, 2.83, -1.56)
N (-0.25, 4.27, -1.69)
C (-1.45, 4.83, -1.06)
N (-1.53, 4.46, 0.36)
C (-0.33, 4.98, 1.03)
N (0.90, 4.43, 0.45)
C (0.84, 2.98, 0.57)
C (0.93, 4.78, -0.98)
H (-1.59, 2.75, 1.53)
H (-2.43, 2.64, -0.03)
H (-1.17, 2.45, -2.06)
H (0.60, 2.40, -2.02)
H (-2.33, 4.45, -1.57)
H (-1.43, 5.92, -1.14)
H (-0.37, 4.73, 2.09)
H (-0.31, 6.07, 0.94)
H (0.77, 2.72, 1.61)
H (1.75, 2.56, 0.16)
H (1.83, 4.37, -1.43)
H (0.96, 5.87, -1.07)
C (0.87, -1.97, -3.56)
C (0.66, -0.47, -3.34)
C (1.95, 0.25, -3.74)
C (-0.48, 0.00, -4.25)
N (0.32, -0.20, -1.94)
H (1.01, -2.17, -4.62)
H (0.00, -2.54, -3.21)
H (1.75, -2.33, -3.01)
H (2.26, -0.07, -4.74)
H (2.76, -0.01, -3.04)
H (1.83, 1.33, -3.76)
H (-0.18, -0.10, -5.29)
H (-0.73, 1.05, -4.06)
H (-1.37, -0.61, -4.09)
C (-5.70, -2.41, -5.05)
C (-6.27, -2.68, -3.66)
N (-5.33, -2.38, -2.57)
C (-4.64, -3.50, -1.92)
C (-3.68, -4.23, -2.85)
C (-5.15, -1.08, -2.27)
O (-5.68, -0.16, -2.87)
C (-4.27, -0.72, -1.09)
C (-4.79, -0.70, 0.20)
C (-4.02, -0.19, 1.23)
C (-2.75, 0.25, 0.93)
N (-2.22, 0.20, -0.30)
C (-2.99, -0.26, -1.29)
H (-6.46, -2.64, -5.80)
H (-4.82, -3.03, -5.25)
H (-5.43, -1.36, -5.15)
H (-6.56, -3.72, -3.55)
H (-7.16, -2.06, -3.51)
H (-5.40, -4.19, -1.55)
H (-4.09, -3.12, -1.06)
H (-4.22, -4.73, -3.66)
H (-3.13, -4.99, -2.29)
H (-2.96, -3.54, -3.29)
H (-5.79, -1.06, 0.38)
H (-4.39, -0.13, 2.24)
H (-2.14, 0.68, 1.71)
H (-2.56, -0.25, -2.28)
F (-1.62, -2.37, 0.80)
C (-0.69, -2.18, -0.24)
F (-1.41, -2.51, -1.38)
C (0.22, -3.41, -0.08)
F (1.07, -3.51, -1.11)
F (-0.48, -4.54, -0.02)
F (0.93, -3.32, 1.05)

Its charge is +1. The calculated total energy comes out at -118926.5639 eV. As for the LUMO energy: -2.74 eV. The calculation puts the HOMO energy at -0.41048 Ha. Its energy above the lowest of the compared OMol25 structures with the same formula, charge and spin is 38.9 kJ/mol.

---

No. 2
Computed, not measured: an isolated molecule of C5H9N in a non-equilibrium geometry, with ωB97M-V with the def2-TZVPD basis set.

Positions of all 15 atoms, in Å:
C (0.32, -2.45, -0.21)
C (0.68, -1.18, 0.09)
C (-0.18, -0.02, -0.28)
C (0.50, 1.32, -0.63)
N (-0.64, 1.98, 0.04)
C (-0.93, 0.73, 0.81)
H (0.94, -3.33, 0.07)
H (-0.68, -2.72, -0.70)
H (1.72, -0.91, 0.55)
H (-0.90, -0.29, -1.04)
H (0.56, 1.56, -1.74)
H (1.52, 1.43, -0.15)
H (-0.43, 2.86, 0.56)
H (-2.01, 0.37, 0.81)
H (-0.47, 0.64, 1.82)

The SMILES is C=CC1CNC1. The calculated total energy comes out at -6818.8096 eV. As for the LUMO energy: 1.18 eV. The calculation puts the HOMO energy at -0.33243 Ha. Its energy above the lowest of the compared OMol25 structures with the same formula, charge and spin is 210.9 kJ/mol.

---

No. 3
Computed, not measured: a structure of composition C5H13N2O in a non-equilibrium geometry, with ωB97M-V with the def2-TZVPD basis set.

Positions of all 21 atoms, in Å:
C (0.71, 1.57, -0.55)
N (-0.68, 2.05, -0.53)
C (-1.26, 1.99, 0.64)
O (-0.83, 1.60, 1.76)
C (0.93, 0.10, -0.09)
C (-0.33, -0.70, -0.63)
C (-0.10, -2.20, -0.77)
N (2.27, -0.51, -0.79)
H (1.27, 2.30, 0.07)
H (1.09, 1.64, -1.57)
H (-2.62, 0.02, 2.49)
H (-2.02, -0.40, 2.45)
H (-2.32, 2.32, 0.57)
H (0.89, 0.31, 1.00)
H (-1.12, -0.57, 0.11)
H (-0.53, -0.20, -1.57)
H (-0.93, -2.61, -1.35)
H (0.87, -2.46, -1.22)
H (0.02, -2.85, 0.13)
H (1.61, -0.99, 0.03)
H (3.07, -0.38, -0.17)

Its charge is -1. The calculated total energy comes out at -10420.1882 eV. As for the LUMO energy: 3.95 eV. The calculation puts the HOMO energy at -0.12753 Ha. Its energy above the lowest of the compared OMol25 structures with the same formula, charge and spin is 338.7 kJ/mol.

---

No. 4
Computed, not measured: a structure of composition C39H64N9OS3SbSc, with ωB97M-V with the def2-TZVPD basis set.

Positions of all 118 atoms, in Å:
Sc (-0.88, -0.60, 0.17)
S (-1.79, -1.88, 2.35)
C (-0.21, -2.58, 2.39)
S (1.03, -1.90, 1.40)
C (0.05, -3.68, 3.20)
C (-0.95, -4.23, 4.07)
N (-1.73, -4.67, 4.79)
C (1.32, -4.34, 3.18)
N (2.34, -4.89, 3.16)
C (-5.03, 0.05, -3.00)
N (-3.59, 0.19, -2.78)
C (-2.86, -0.74, -3.59)
C (-3.07, 0.34, -1.41)
N (-2.69, -0.88, -0.75)
C (-3.49, -1.98, -0.56)
C (-4.87, -1.94, -0.43)
C (-5.59, -3.09, -0.06)
C (-4.96, -4.27, 0.22)
C (-3.55, -4.36, 0.07)
C (-2.88, -5.57, 0.40)
C (-1.53, -5.68, 0.25)
C (-0.79, -4.61, -0.30)
C (-1.41, -3.44, -0.65)
N (-0.61, -2.42, -1.25)
C (-0.05, -2.63, -2.40)
N (1.02, -1.85, -2.84)
C (0.84, -1.14, -4.10)
C (1.75, -1.09, -1.86)
N (-0.41, -3.60, -3.30)
C (-1.73, -4.21, -3.36)
C (0.57, -4.26, -4.14)
C (-2.81, -3.25, -0.39)
N (-4.03, 1.15, -0.68)
C (-3.80, 1.19, 0.75)
C (-4.18, 2.50, -1.20)
H (-5.35, -1.00, -3.03)
H (-5.28, 0.51, -3.96)
H (-5.59, 0.56, -2.22)
H (-3.03, -0.52, -4.65)
H (-3.17, -1.78, -3.42)
H (-1.79, -0.65, -3.39)
H (-5.37, -1.00, -0.55)
H (-6.67, -3.02, 0.05)
H (-5.51, -5.13, 0.56)
H (-3.46, -6.39, 0.80)
H (-1.01, -6.58, 0.54)
H (0.28, -4.69, -0.44)
H (0.26, -1.75, -4.80)
H (1.83, -0.96, -4.54)
H (0.34, -0.19, -3.95)
H (1.94, -1.69, -0.97)
H (1.25, -0.15, -1.58)
H (2.71, -0.81, -2.30)
H (-2.47, -3.57, -2.91)
H (-1.75, -5.18, -2.85)
H (-1.99, -4.35, -4.41)
H (1.57, -3.88, -3.93)
H (0.35, -4.11, -5.20)
H (0.56, -5.34, -3.94)
H (-3.74, 0.19, 1.17)
H (-4.65, 1.71, 1.22)
H (-2.88, 1.75, 0.99)
H (-4.20, 2.48, -2.29)
H (-3.35, 3.14, -0.89)
H (-5.12, 2.92, -0.83)
S (-1.35, 1.19, -1.53)
C (5.75, 2.74, 0.67)
C (4.65, 1.71, 0.43)
C (4.82, 0.54, 1.41)
C (4.78, 1.16, -0.99)
Sb (2.56, 2.37, 0.70)
C (2.26, 3.76, -0.97)
C (3.43, 4.68, -1.33)
C (1.02, 4.60, -0.62)
C (1.90, 2.89, -2.17)
C (2.70, 3.68, 2.46)
C (1.25, 3.92, 2.90)
C (3.40, 5.03, 2.26)
C (3.41, 2.91, 3.58)
H (6.73, 2.29, 0.44)
H (5.80, 3.08, 1.70)
H (5.65, 3.62, 0.03)
H (5.81, 0.08, 1.26)
H (4.07, -0.24, 1.26)
H (4.76, 0.86, 2.45)
H (5.73, 0.61, -1.08)
H (4.79, 1.95, -1.74)
H (3.98, 0.46, -1.23)
H (3.75, 5.31, -0.51)
H (3.12, 5.34, -2.16)
H (4.29, 4.11, -1.68)
H (1.22, 5.31, 0.18)
H (0.18, 3.97, -0.32)
H (0.71, 5.17, -1.50)
H (2.72, 2.24, -2.47)
H (1.65, 3.53, -3.03)
H (1.03, 2.26, -1.97)
H (0.66, 4.43, 2.14)
H (1.24, 4.55, 3.81)
H (0.75, 2.98, 3.14)
H (2.84, 5.67, 1.58)
H (4.41, 4.93, 1.89)
H (3.45, 5.55, 3.23)
H (3.06, 1.88, 3.67)
H (3.21, 3.40, 4.54)
H (4.49, 2.88, 3.45)
C (-1.25, 0.52, 5.27)
N (-0.44, 0.74, 4.08)
C (0.95, 0.31, 4.16)
C (-1.04, 0.90, 2.91)
O (-0.48, 0.91, 1.82)
H (-1.46, -0.54, 5.39)
H (-2.18, 1.07, 5.20)
H (-0.70, 0.88, 6.14)
H (1.46, 0.87, 4.95)
H (1.43, 0.49, 3.20)
H (0.99, -0.76, 4.37)
H (-2.12, 1.08, 3.00)

Its charge is -1. The calculated total energy comes out at -116689.2561 eV. As for the LUMO energy: 2.30 eV. The calculation puts the HOMO energy at -0.16038 Ha. Its energy above the lowest of the compared OMol25 structures with the same formula, charge and spin is 0.0 kJ/mol.

---

No. 5
Computed, not measured: a structure of composition C5H5NO in a non-equilibrium geometry, with ωB97M-V with the def2-TZVPD basis set.

Positions of all 12 atoms, in Å:
N (2.61, 1.40, 0.15)
C (1.89, 0.50, 0.17)
C (0.94, -0.62, 0.26)
O (0.10, -0.47, 1.42)
C (-1.05, -0.37, 0.58)
C (-0.95, 0.73, -0.44)
C (-0.27, -0.57, -0.68)
H (1.48, -1.57, 0.25)
H (-2.04, -0.30, 0.98)
H (-1.87, 0.84, -1.01)
H (-0.45, 1.63, -0.11)
H (-0.40, -1.20, -1.56)

The calculated total energy comes out at -8800.2813 eV. As for the LUMO energy: 0.88 eV. The calculation puts the HOMO energy at -0.35759 Ha. Its energy above the lowest of the compared OMol25 structures with the same formula, charge and spin is 302.7 kJ/mol.

---

No. 6
Computed, not measured: an isolated molecule of Cl3H5Si3 in a non-equilibrium geometry, with ωB97M-V with the def2-TZVPD basis set.

Positions of all 11 atoms, in Å:
Si (2.04, -0.71, 0.07)
Si (0.39, 0.96, 0.17)
Si (-1.78, 0.03, -0.03)
Cl (-3.30, 1.45, -0.06)
Cl (-2.13, -1.12, 1.58)
Cl (-2.37, -1.11, -1.65)
H (1.78, -0.50, -1.39)
H (1.47, -2.08, 0.29)
H (3.47, -0.64, 0.50)
H (0.16, 1.79, 1.43)
H (0.27, 1.92, -0.93)

The SMILES is [SiH3][SiH2][Si](Cl)(Cl)Cl. The calculated total energy comes out at -61284.1180 eV. As for the LUMO energy: 0.09 eV. The calculation puts the HOMO energy at -0.37857 Ha. Its energy above the lowest of the compared OMol25 structures with the same formula, charge and spin is 47.9 kJ/mol.

---

No. 7
Computed, not measured: an isolated molecule of C24H43O7PS in a non-equilibrium geometry, with ωB97M-V with the def2-TZVPD basis set.

Positions of all 76 atoms, in Å:
C (2.56, -0.31, -4.20)
C (2.09, -0.76, -3.05)
C (1.38, -1.25, -1.67)
C (2.49, -2.05, -0.81)
C (1.85, -3.03, 0.33)
C (2.63, -3.42, 1.51)
C (3.37, -3.06, -1.77)
C (2.42, -4.11, -2.55)
C (2.84, -5.66, -2.23)
O (2.24, -6.62, -3.13)
C (0.80, -6.65, -3.01)
C (3.52, -0.95, -0.21)
S (2.54, 0.15, 0.92)
O (2.77, -0.36, 2.35)
O (3.02, 1.60, 0.94)
O (0.90, -0.02, 0.57)
C (0.63, -0.04, -0.87)
C (0.97, 1.44, -1.50)
C (0.23, 2.62, -0.69)
C (0.90, 4.08, -0.86)
C (0.33, 5.21, 0.15)
C (-1.28, 5.21, 0.34)
C (-1.79, 5.22, 1.87)
C (-1.13, 4.10, 2.82)
C (-1.80, 2.63, 2.73)
C (-3.40, 2.61, 2.52)
C (-3.90, 1.14, 3.06)
C (-4.84, 0.36, 2.01)
C (-4.67, -1.25, 2.31)
P (-1.25, -0.41, -1.03)
O (-1.74, -0.44, -2.49)
O (-2.23, 0.69, -0.16)
O (-1.56, -1.97, -0.33)
H (2.93, -0.31, -5.30)
H (0.57, -2.02, -2.02)
H (0.78, -3.44, 0.28)
H (2.29, -3.19, 2.59)
H (3.64, -3.92, 1.32)
H (4.01, -3.69, -1.03)
H (4.12, -2.50, -2.44)
H (2.38, -3.96, -3.69)
H (1.31, -4.03, -2.18)
H (2.57, -5.97, -1.14)
H (4.00, -5.69, -2.30)
H (0.40, -6.40, -1.96)
H (0.31, -5.92, -3.78)
H (0.40, -7.70, -3.27)
H (4.34, -1.45, 0.43)
H (4.02, -0.38, -1.07)
H (2.11, 1.60, -1.62)
H (0.49, 1.42, -2.56)
H (0.12, 2.43, 0.43)
H (-0.84, 2.71, -1.15)
H (2.03, 3.95, -0.58)
H (0.92, 4.47, -1.96)
H (0.91, 5.15, 1.16)
H (0.63, 6.24, -0.30)
H (-1.83, 4.36, -0.21)
H (-1.66, 6.20, -0.14)
H (-2.94, 5.24, 1.86)
H (-1.47, 6.26, 2.31)
H (0.01, 3.97, 2.71)
H (-1.30, 4.47, 3.92)
H (-1.34, 1.94, 1.93)
H (-1.59, 2.11, 3.76)
H (-3.71, 2.63, 1.40)
H (-3.94, 3.42, 3.14)
H (-2.94, 0.48, 3.19)
H (-4.39, 1.20, 4.11)
H (-4.63, 0.59, 0.90)
H (-5.94, 0.60, 2.31)
H (-3.62, -1.51, 2.73)
H (-5.44, -1.64, 3.08)
H (-4.80, -1.89, 1.36)
H (-2.55, 1.42, -0.77)
H (-1.20, -1.94, 0.61)

The SMILES is C#C[C@H]1[C@@](C=C)(CCCOC)CS(=O)(=O)O[C@]1(CCCCCCCCCCCC)P(=O)(O)O. The calculated total energy comes out at -60030.6942 eV. As for the LUMO energy: -0.48 eV. The calculation puts the HOMO energy at -0.32448 Ha.

---

No. 8
Computed, not measured: a cluster of 2 separate species, C9H10F3NO in total in a non-equilibrium geometry, with ωB97M-V with the def2-TZVPD basis set.

Positions of all 24 atoms, in Å:
C (-2.76, 0.83, 0.36)
C (-2.54, -0.04, 1.41)
C (-1.78, 1.01, -0.60)
C (-1.36, -0.75, 1.50)
C (-0.59, 0.31, -0.52)
C (-0.37, -0.60, 0.52)
C (1.18, -2.08, -1.61)
C (0.86, -1.37, 0.61)
C (1.52, -1.59, 1.93)
N (3.34, 1.45, 0.33)
O (1.48, -1.97, -0.37)
F (0.99, -2.61, 2.65)
F (2.82, -1.88, 1.80)
F (1.43, -0.51, 2.73)
H (-3.69, 1.37, 0.28)
H (-3.30, -0.18, 2.17)
H (-1.93, 1.71, -1.41)
H (-1.21, -1.44, 2.32)
H (0.19, 0.49, -1.25)
H (0.29, -1.65, -2.04)
H (1.86, -2.67, -2.20)
H (2.60, 2.13, 0.17)
H (2.98, 0.55, 0.02)
H (3.48, 1.39, 1.33)

The calculated total energy comes out at -21182.6683 eV. As for the LUMO energy (alpha / beta): -0.38 / 0.02 eV. The calculation puts the HOMO energy (alpha / beta) at -0.29452 / -0.28861 Ha. Its energy above the lowest of the compared OMol25 structures with the same formula, charge and spin is 129.8 kJ/mol.

---

No. 9
Computed, not measured: a structure of composition C25H32BF4N2O2PPtSi in a non-equilibrium geometry, with ωB97M-V with the def2-TZVPD basis set.

Positions of all 69 atoms, in Å:
Pt (-0.40, 0.25, 0.58)
C (-0.69, -1.93, 4.16)
C (-0.96, -0.78, 3.23)
O (-0.92, -1.05, 1.97)
C (-1.22, 0.45, 3.77)
C (-1.30, 1.64, 3.11)
C (-1.62, 2.89, 3.87)
N (-1.03, 1.76, 1.80)
N (-1.31, 2.97, 1.23)
C (-0.89, 3.00, 0.04)
O (-0.55, 1.92, -0.63)
C (-0.77, 4.32, -0.64)
C (-0.44, 4.36, -1.99)
C (-0.31, 5.59, -2.63)
C (-0.53, 6.76, -1.93)
C (-0.87, 6.72, -0.59)
C (-0.99, 5.50, 0.06)
H (-0.69, -2.87, 3.60)
H (-1.43, -1.96, 4.96)
H (0.29, -1.78, 4.60)
H (-1.32, 0.47, 4.85)
H (-1.85, 2.65, 4.90)
H (-2.46, 3.42, 3.41)
H (-0.76, 3.56, 3.84)
H (-0.28, 3.44, -2.53)
H (-0.06, 5.62, -3.68)
H (-0.43, 7.72, -2.44)
H (-1.04, 7.64, -0.04)
H (-1.25, 5.46, 1.11)
F (1.45, 0.76, 2.41)
B (2.19, 0.59, 3.64)
F (3.48, 1.08, 3.41)
F (2.22, -0.79, 3.90)
F (1.54, 1.28, 4.65)
C (1.35, 0.16, -2.37)
P (1.51, -0.21, -0.61)
C (2.85, 0.87, -0.07)
C (2.10, -1.89, -0.40)
C (2.14, -2.80, -1.45)
C (2.58, -4.09, -1.22)
C (2.99, -4.47, 0.05)
C (2.94, -3.56, 1.10)
C (2.50, -2.27, 0.88)
H (0.51, -0.39, -2.79)
H (2.28, -0.11, -2.88)
H (1.17, 1.23, -2.46)
H (3.75, 0.58, -0.62)
H (3.02, 0.80, 1.00)
H (2.59, 1.90, -0.32)
H (1.80, -2.52, -2.44)
H (2.61, -4.81, -2.03)
H (3.34, -5.48, 0.23)
H (3.25, -3.85, 2.10)
H (2.44, -1.57, 1.71)
C (-0.75, -4.29, -3.19)
Si (-2.09, -3.06, -2.75)
C (-3.52, -3.92, -1.93)
C (-2.65, -2.16, -4.29)
C (-1.39, -1.83, -1.57)
C (-0.97, -1.05, -0.75)
H (-1.15, -5.10, -3.79)
H (-0.31, -4.72, -2.28)
H (0.06, -3.81, -3.75)
H (-3.97, -4.66, -2.60)
H (-4.29, -3.21, -1.64)
H (-3.19, -4.45, -1.03)
H (-3.06, -2.86, -5.02)
H (-1.82, -1.62, -4.76)
H (-3.42, -1.43, -4.05)

The calculated total energy comes out at -65484.6681 eV. As for the LUMO energy (alpha / beta): -1.35 / -1.35 eV. The calculation puts the HOMO energy (alpha / beta) at -0.30542 / -0.30540 Ha. Its energy above the lowest of the compared OMol25 structures with the same formula, charge and spin is 102.1 kJ/mol.

---

Copy entry 6 word for word.
Computed, not measured: an isolated molecule of Cl3H5Si3 in a non-equilibrium geometry, with ωB97M-V with the def2-TZVPD basis set.

Positions of all 11 atoms, in Å:
Si (2.04, -0.71, 0.07)
Si (0.39, 0.96, 0.17)
Si (-1.78, 0.03, -0.03)
Cl (-3.30, 1.45, -0.06)
Cl (-2.13, -1.12, 1.58)
Cl (-2.37, -1.11, -1.65)
H (1.78, -0.50, -1.39)
H (1.47, -2.08, 0.29)
H (3.47, -0.64, 0.50)
H (0.16, 1.79, 1.43)
H (0.27, 1.92, -0.93)

The SMILES is [SiH3][SiH2][Si](Cl)(Cl)Cl. The calculated total energy comes out at -61284.1180 eV. As for the LUMO energy: 0.09 eV. The calculation puts the HOMO energy at -0.37857 Ha. Its energy above the lowest of the compared OMol25 structures with the same formula, charge and spin is 47.9 kJ/mol.